{
  "formula": "C2H6N4",
  "method": "wB97M-V/def2-TZVPD",
  "orbital_gap_ev": [7.57, 7.14],
  "total_energy_ha": -298.6151,
  "spin_multiplicity": 3,
  "symbols": ["C", "C", "N", "N", "N", "N", "H", "H", "H", "H", "H", "H"],
  "positions_angstrom": [[0.4094, -0.1398, -0.7832], [-0.6349, 1.4381, 0.7761], [-0.4258, -0.9482, 1.2370], [1.4147, -1.7256, -1.9994], [0.8892, -1.3252, -0.9416], [-0.2463, 0.0887, 0.4977], [0.1783, 0.6490, -1.4099], [-1.8148, 1.4538, 0.5747], [-0.2984, 2.1216, 0.1281], [-0.4412, 1.7703, 1.8751], [-0.6463, -0.6766, 2.1562], [1.6162, -2.7062, -2.1108]]
}

=====

{
  "formula": "C4H5FO2",
  "method": "wB97M-V/def2-TZVPD",
  "smiles": "CC(=O)C(=O)CF",
  "orbital_gap_ev": 9.33,
  "total_energy_ha": -405.7353,
  "symbols": ["C", "C", "C", "C", "H", "H", "H", "H", "H", "O", "O", "F"],
  "positions_angstrom": [[-1.9082, 0.5744, -0.1387], [-0.6879, -0.2651, 0.0537], [0.6950, 0.3773, 0.1593], [1.8473, -0.6477, 0.0797], [-2.6440, -0.0474, -0.6487], [-2.3338, 0.9949, 0.8370], [-1.6351, 1.4468, -0.7527], [1.8683, -1.1789, 1.0620], [1.6297, -1.3872, -0.6918], [-0.6975, -1.4890, 0.0696], [0.8629, 1.5645, 0.1578], [3.0033, 0.0573, -0.1874]]
}

=====

{
  "formula": "C3H3NO2",
  "method": "wB97M-V/def2-TZVPD",
  "orbital_gap_ev": 11.80,
  "total_energy_ha": -321.1164,
  "symbols": ["C", "C", "C", "N", "O", "O", "H", "H", "H"],
  "positions_angstrom": [[1.6742, 0.8862, 0.0806], [0.2913, -0.6160, 0.0080], [-1.0597, 0.1385, 0.0275], [2.3834, 1.7299, -0.1618], [0.6069, -1.6747, 0.7703], [0.7075, -1.7068, -0.6667], [-2.0296, -0.3440, 0.2441], [-1.4516, 0.5267, -0.9297], [-1.1223, 1.0601, 0.6277]]
}

=====

{
  "formula": "C4H6N2O2",
  "method": "wB97M-V/def2-TZVPD",
  "smiles": "[H]/N=C1\\N[C@]1(C)OC=O",
  "orbital_gap_ev": [8.92, 8.92],
  "total_energy_ha": -415.8761,
  "symbols": ["C", "N", "C", "C", "C", "N", "O", "O", "H", "H", "H", "H", "H", "H"],
  "positions_angstrom": [[-1.1483, 1.4944, 0.3312], [-0.5715, -0.6479, -0.8278], [-0.1501, 0.4740, -0.1008], [-0.0090, -1.3628, 0.1645], [2.2305, 0.2320, -0.1906], [-0.1047, -2.4693, 0.7282], [1.0946, 1.0037, -0.3153], [2.8537, -0.2095, -1.0989], [-1.4660, -0.7455, -1.3225], [-0.9056, -3.0381, 0.4265], [2.4159, 0.0123, 0.8723], [-1.2579, 1.4912, 1.4168], [-0.8509, 2.4922, 0.0147], [-2.1307, 1.2734, -0.0984]]
}